Computed, not measured: 5 unconnected molecules or ions with the total composition C35H91FN15O5P4S, with wB97M-V/def2-TZVPD.

```
152
Properties=species:S:1:pos:R:3:forces:R:3:mulliken_charge:R:1
F 1.378427 7.390601 4.489337 -0.45 -3.52 1.32 -0.3561
C 0.965932 6.002329 4.869481 -3.35 1.36 -1.69 0.2890
C -0.026361 5.942271 6.171557 0.66 -0.15 0.72 -0.7649
C 0.787036 6.060047 7.628088 -0.02 -1.35 -0.65 -0.6507
C 2.386249 5.601372 7.453981 -1.35 0.59 0.20 0.3962
C 2.912558 5.123454 8.930382 0.77 0.47 0.36 -1.0400
C 4.354248 4.345161 8.942348 0.23 -0.15 0.69 -0.5811
C 5.649265 5.333111 8.570332 -0.71 -0.39 -0.29 -0.5436
C 5.746879 5.334959 6.930610 -0.60 -1.41 -0.10 -0.2585
S 7.524516 5.607633 6.285861 -0.90 -1.21 -1.63 -0.0752
C 7.505231 4.674829 4.632233 0.52 -1.10 -0.95 0.3190
N 8.598101 3.918628 3.910020 -7.76 2.83 1.00 -0.2667
N 7.890942 3.443786 2.781271 -5.45 2.20 0.95 -0.2159
C 6.438775 3.870328 2.794420 4.66 -0.20 2.00 -0.0115
O 6.171143 4.692808 4.012679 5.05 -2.74 -1.96 -0.1563
C 2.387459 4.435800 6.300850 0.44 -0.75 2.03 -1.0212
N 2.207636 5.145291 4.963108 0.98 0.00 -0.43 -0.0870
H 0.340329 5.598272 3.937229 1.37 1.14 1.93 0.2748
H -0.568242 4.879352 6.126562 1.16 2.45 -0.10 0.3117
H -0.841412 6.790752 6.149625 1.75 -1.81 -0.50 0.3627
H 0.309210 5.201901 8.302553 0.88 2.25 -1.17 0.2711
H 0.665655 7.132477 8.080264 0.34 -2.26 -0.77 0.3480
H 2.933563 6.587580 7.063403 -0.78 -2.33 0.81 0.3374
H 2.116969 4.450226 9.478347 1.46 1.32 -1.32 0.3617
H 3.036508 6.113432 9.580835 -0.40 -2.11 -1.38 0.3284
H 4.274676 3.418725 8.219749 0.43 1.80 1.36 0.3043
H 4.558207 3.882642 10.023981 -0.66 1.14 -2.33 0.3267
H 5.391120 6.403941 8.968410 0.67 -2.00 -0.76 0.2870
H 6.649868 4.947279 9.093133 -2.29 0.80 -1.36 0.3737
H 4.975703 6.083285 6.447710 1.76 -1.40 0.96 0.1346
H 5.482733 4.222751 6.586431 0.57 2.53 0.65 0.1123
H 5.542460 3.658620 2.072308 2.26 0.42 1.56 0.2934
H 3.373440 3.809721 6.224385 -1.81 1.44 0.15 0.4391
H 1.521163 3.649164 6.530361 1.71 1.92 -0.89 0.2509
H 3.030862 5.800727 4.801431 -1.00 -0.83 0.39 0.3670
H 2.272337 4.439281 4.172011 -0.41 1.09 1.06 0.5109
O -2.249142 5.889186 2.242519 3.07 -3.61 0.15 -0.8003
P -2.213866 5.700565 0.706055 -5.20 6.04 -1.25 0.8555
N -1.650895 7.277815 0.477887 1.61 1.76 -0.43 0.2001
C -2.307018 8.503426 0.072413 -0.21 -0.17 -0.48 -1.0683
C -0.241675 7.515506 0.772709 -0.27 -0.18 0.04 -0.9565
N -3.936260 5.581244 0.635507 -0.87 -1.15 0.91 0.3112
C -4.844513 6.555887 0.060152 0.08 -0.41 -1.03 -1.2892
C -4.598357 5.027905 1.834875 0.36 -0.45 -0.05 -0.9897
N -2.173314 5.483732 -1.060223 -0.37 -2.21 1.11 0.0635
C -1.856341 6.418693 -2.122081 1.34 0.18 -0.07 -0.8471
C -2.907010 4.321391 -1.590735 0.42 -0.49 0.20 -1.0867
H -1.839138 8.899159 -0.835231 0.10 0.20 -0.02 0.4366
H -2.243685 9.270105 0.844917 0.07 0.04 0.20 0.3431
H -3.355383 8.398712 -0.176030 0.01 -0.23 0.13 0.2700
H 0.388992 7.017393 0.034565 0.36 -0.04 -0.14 0.3510
H 0.020403 7.133722 1.758184 0.09 -0.08 0.24 -0.0211
H 0.022068 8.582896 0.764428 -0.31 -0.29 -0.06 0.4267
H -4.964912 7.430080 0.705594 0.04 0.11 0.03 0.3613
H -5.840997 6.119771 -0.081113 0.16 -0.11 0.15 0.4170
H -4.535890 6.864750 -0.941160 0.14 0.12 0.12 0.2818
H -4.699793 5.784246 2.622199 0.05 -0.07 0.04 0.2919
H -4.037049 4.168591 2.229685 -0.13 0.45 -0.04 0.2220
H -5.599712 4.642602 1.595151 0.21 0.25 -0.26 0.3679
H -2.679303 7.113451 -2.312230 -0.02 0.01 0.21 0.2771
H -1.652125 5.901207 -3.068688 -0.16 -0.20 0.30 0.3363
H -0.939690 6.979883 -1.925243 -0.27 0.14 0.15 0.2485
H -3.943074 4.582749 -1.817021 -0.01 0.06 0.03 0.2425
H -2.897701 3.501748 -0.869115 -0.18 0.07 -0.14 0.3622
H -2.447163 3.937790 -2.506792 0.10 0.11 0.11 0.4072
O -2.314112 0.564718 -0.683806 2.48 3.65 -1.50 -0.7928
P -0.909550 -0.087008 -0.682596 -3.30 -6.92 2.41 0.6735
N -1.433851 -1.330739 -1.699925 -0.08 -0.98 -1.79 0.3445
C -1.810124 -2.706889 -1.451619 0.32 -0.23 0.24 -0.6465
C -1.595431 -0.994015 -3.110538 -0.08 0.24 0.19 -1.1178
N -1.044904 -0.483228 0.993870 -0.17 1.15 1.58 0.2794
C -1.186976 -1.813549 1.555966 1.02 -0.18 -0.01 -1.2666
C -1.879560 0.422716 1.809744 0.30 0.31 -0.32 -0.8657
N 0.705097 -0.836215 -0.681207 0.28 2.50 1.13 0.1307
C 1.177909 -2.068277 -1.281740 0.23 0.07 -1.31 -0.7583
C 1.636834 -0.373643 0.362192 0.05 0.41 -0.42 -0.9844
H -1.171712 -3.382689 -2.030465 -0.11 -0.14 -0.16 0.3566
H -2.845671 -2.899498 -1.732892 -0.08 0.02 -0.07 0.5905
H -1.701863 -3.030941 -0.424474 0.01 0.22 0.07 -0.2935
H -0.622423 -0.816396 -3.571431 0.21 0.05 -0.32 0.3442
H -2.198534 -0.095403 -3.230404 -0.09 0.18 -0.05 0.2557
H -2.091632 -1.789342 -3.685159 0.16 0.09 0.42 0.3559
H -2.196653 -2.208635 1.415387 -0.06 -0.08 -0.08 0.3705
H -0.993531 -1.799964 2.635561 -0.04 0.21 -0.06 0.4447
H -0.448613 -2.510956 1.153828 -0.16 0.01 -0.19 0.2521
H -2.946901 0.202751 1.688834 0.02 0.15 -0.01 0.2745
H -1.694461 1.472829 1.540737 -0.25 -0.38 -0.06 0.1374
H -1.629131 0.341939 2.877169 0.13 -0.31 -0.20 0.3456
H 0.863937 -2.946532 -0.710598 -0.21 0.08 0.02 0.1959
H 2.274269 -2.098037 -1.333401 -0.20 0.25 0.12 0.3325
H 0.861903 -2.174391 -2.322321 -0.14 -0.11 0.25 0.1018
H 1.542102 -0.977881 1.267104 -0.04 -0.03 0.04 0.3157
H 1.442530 0.671588 0.611944 -0.06 -0.15 0.13 0.2646
H 2.677212 -0.427644 0.026833 -0.09 -0.05 -0.14 0.3776
O -3.572520 -5.439932 -1.960547 2.74 -1.29 -3.45 -0.7862
P -3.870793 -6.959094 -1.987471 -5.09 1.07 6.02 0.8218
N -5.521315 -6.678918 -2.219834 -2.06 0.05 -1.02 0.3267
C -6.657172 -6.714493 -1.322287 0.14 -0.50 0.17 -1.0530
C -5.931623 -6.279602 -3.562040 0.28 0.12 0.04 -1.1787
N -3.440748 -7.119223 -0.321555 1.60 0.35 0.86 0.3027
C -4.344545 -7.401068 0.778264 0.08 -1.05 -0.17 -1.2361
C -2.429638 -6.166976 0.182350 0.27 -0.20 -0.47 -1.1365
N -4.213679 -8.705482 -2.018420 2.56 0.22 -0.22 -0.0969
C -5.470457 -9.422282 -2.112610 -0.44 0.06 -1.19 -0.8585
C -3.146747 -9.587732 -1.514357 0.26 0.08 -0.51 -0.9835
H -7.394344 -7.443205 -1.675686 -0.22 0.04 -0.07 0.4184
H -7.149355 -5.744026 -1.255057 0.00 0.20 -0.07 0.3108
H -6.427988 -7.017385 -0.308636 0.24 0.05 -0.04 0.2821
H -5.816399 -7.112950 -4.256998 -0.08 -0.12 -0.34 0.3478
H -5.328005 -5.448503 -3.923322 0.11 0.12 -0.09 0.2415
H -6.981012 -5.954709 -3.608703 0.31 -0.17 0.27 0.4184
H -4.939254 -6.524998 1.050525 -0.12 0.07 -0.01 0.3370
H -3.784175 -7.700818 1.672281 0.13 0.11 -0.15 0.4003
H -4.997769 -8.250594 0.566426 -0.11 0.16 -0.12 0.2803
H -2.875129 -5.190963 0.408528 0.07 0.05 -0.07 0.3280
H -1.619665 -6.033459 -0.549413 -0.41 0.13 0.20 0.2490
H -1.945593 -6.545215 1.094093 -0.34 -0.18 -0.11 0.4161
H -6.013159 -9.419498 -1.163095 0.03 0.19 0.02 0.2595
H -5.316299 -10.474060 -2.387491 0.31 0.21 0.10 0.3511
H -6.114724 -9.034266 -2.905259 -0.01 0.18 0.28 0.2521
H -3.254421 -9.757970 -0.440874 0.00 0.03 0.04 0.2986
H -2.165337 -9.149151 -1.707021 -0.11 -0.04 0.21 0.2981
H -3.158582 -10.561348 -2.014055 -0.11 0.11 -0.08 0.3793
O 3.157828 -3.442886 -3.962611 -4.59 0.55 0.06 -0.8008
P 2.857430 -3.733970 -5.453441 7.79 -1.21 -1.22 0.8766
N 3.571243 -5.262374 -5.347770 0.19 -2.29 0.04 0.2457
C 4.864290 -5.770369 -5.756424 -0.06 0.19 -0.51 -1.0596
C 2.789470 -6.302125 -4.686658 -0.06 0.27 0.13 -1.1867
N 3.961767 -2.506390 -5.962696 -0.04 1.79 0.35 0.2470
C 5.235147 -2.714733 -6.626763 -0.46 -0.04 -0.96 -1.2717
C 4.136870 -1.366785 -5.038750 -0.56 -0.01 -0.02 -0.8928
N 2.512100 -4.068594 -7.167259 -1.39 2.08 0.62 -0.0256
C 2.861657 -5.203014 -7.999769 -0.75 -0.99 0.29 -0.8692
C 2.143197 -2.907646 -7.996053 -0.53 -0.04 0.23 -0.9789
H 4.738386 -6.594486 -6.466575 0.06 -0.23 0.02 0.4215
H 5.438538 -6.142690 -4.907786 0.00 -0.03 0.21 0.3279
H 5.494667 -5.054192 -6.267767 -0.14 0.19 0.09 0.2633
H 1.928165 -6.575143 -5.298484 -0.27 -0.24 -0.04 0.3505
H 2.425623 -5.960575 -3.718895 -0.10 0.05 0.16 0.2779
H 3.367385 -7.219459 -4.503725 0.02 0.40 -0.19 0.3949
H 6.002023 -3.070057 -5.933258 0.06 -0.10 0.05 0.3487
H 5.602828 -1.777036 -7.061123 -0.16 0.02 0.16 0.4209
H 5.149214 -3.395523 -7.476710 0.00 -0.15 0.17 0.2745
H 4.819512 -1.616836 -4.217962 -0.10 0.04 0.06 0.2859
H 3.170111 -1.050434 -4.620825 0.40 -0.25 0.01 0.1891
H 4.535144 -0.486357 -5.563022 0.03 -0.36 -0.19 0.3388
H 3.911475 -5.176047 -8.305163 0.05 0.05 0.18 0.2663
H 2.263473 -5.228528 -8.920141 -0.02 0.32 0.22 0.3496
H 2.643787 -6.158771 -7.517081 0.29 0.14 0.10 0.2529
H 3.028341 -2.446819 -8.440013 0.04 0.01 0.03 0.2994
H 1.618097 -2.161275 -7.396188 0.21 0.01 -0.10 0.2760
H 1.465875 -3.190379 -8.807881 0.02 -0.13 0.11 0.3835
```
Forces are in eV/Å.

Results
Charge: +1
DFT total energy, hartree: -4448.129412
Frontier orbital gap, eV: 5.457